A 8-piece molecular cluster, H17NO7 overall at a distorted geometry. Source: OMol25; level of theory: ωB97M-V/def2-TZVPD.

Computed properties:
lowest unoccupied orbital energy = 0.0084 hartree
max |F| = 5.7 eV/Å
relative energy (zero: lowest compared OMol25 entry of this formula, charge and spin) = 71.3 kJ/mol
2S+1 = 1
E_tot = -591.62699 hartree
gap between HOMO and LUMO = 10.727 eV
structure (SMILES) = N.O.O.O.O.O.O.O

Element x y z (Å)
N: -1.13249 -0.22539 -1.77192
H: -0.74968 -1.13788 -1.50938
H: -1.79695 -0.25776 -2.52244
H: -0.33877 0.39853 -2.00537
H: -3.45398 0.53898 0.38333
H: -2.28116 -0.11588 -0.16686
O: -2.72696 0.02339 0.62922
H: 2.20005 1.72760 -3.09875
H: 1.18198 0.93822 -3.74125
O: 1.17158 1.64623 -3.08510
H: -0.87834 -2.05621 1.06137
H: 0.06658 -2.05001 2.16567
O: 0.02689 -2.17787 1.17252
H: -0.01793 1.35404 1.11875
H: -1.45904 0.88547 1.41067
O: -0.63851 1.15237 1.87419
H: 2.11572 -1.60387 -0.80606
H: 1.11780 -1.52506 0.26564
O: 1.44280 -1.08217 -0.58086
H: 1.10952 1.98787 -0.95444
H: 1.81689 0.82171 -0.42289
O: 1.66428 1.74969 -0.23409
H: 0.08477 0.00173 3.10859
H: 1.14374 -0.33320 4.00552
O: 0.33122 -0.66055 3.70394

A 4-piece molecular cluster, C25H41BFN4O6 overall at a distorted geometry. Source: OMol25; level of theory: ωB97M-V/def2-TZVPD.

Computed properties:
lowest unoccupied orbital energy = -0.2089 hartree
total charge = +1
max |F| = 10.0 eV/Å
2S+1 = 1
E_tot = -1771.49026 hartree
gap between HOMO and LUMO = 6.226 eV

Element x y z (Å)
C: -0.46809 -3.06195 2.23943
O: -1.82322 -2.49494 2.15489
C: -1.93922 -1.49114 1.07995
C: -3.05357 -0.38403 1.58900
C: -2.37255 1.03575 2.11073
C: -2.33092 1.19623 3.74149
O: -1.32609 0.36062 4.41675
C: -0.09810 1.15809 4.73910
O: -0.10064 1.99700 5.77790
C: 1.20557 0.85573 3.75729
C: 1.86218 -0.66085 3.88986
C: 3.12459 -1.05897 2.91958
F: 3.64998 -2.46706 3.05485
N: 3.70419 -0.05240 1.92142
C: 3.12533 1.36765 1.76836
C: 3.82359 2.31722 0.62186
O: 2.91947 2.25784 -0.57143
O: 2.19100 1.16262 -0.48142
C: 1.84258 1.90931 2.67467
B: 1.17682 3.41106 2.57158
C: 0.72311 4.18717 1.19206
O: 0.91899 4.13521 3.86295
H: -0.29897 -3.37478 3.37093
H: -0.46254 -4.02905 1.54290
H: 0.38785 -2.31667 1.94784
H: -2.29431 -2.03582 0.07889
H: -0.91440 -0.94480 0.84074
H: -3.67934 -0.09241 0.61687
H: -3.83298 -0.83282 2.34654
H: -3.09958 1.89380 1.71162
H: -1.32984 1.25758 1.58695
H: -2.11948 2.33553 3.97734
H: -3.39704 0.95940 4.19202
H: 1.39083 -1.41134 4.68719
H: 4.51027 -0.41053 1.33434
H: 4.82524 1.78389 0.29401
H: 4.02956 3.40787 0.99207
H: 1.22784 1.38487 -0.31697
H: 0.43041 5.30370 1.49163
H: 1.55947 4.27483 0.37697
H: -0.27230 3.68655 0.82487
H: -0.07972 4.26216 3.94678
C: 2.83546 -2.59285 -4.70267
C: 3.06697 -1.41638 -3.75971
C: 3.28895 -1.85082 -2.30963
C: 2.06418 -2.59509 -1.80330
N: 1.04806 -3.21239 -1.38326
H: 1.93025 -3.14956 -4.43987
H: 2.71042 -2.23724 -5.73024
H: 3.68478 -3.28528 -4.68202
H: 2.20493 -0.74057 -3.81772
H: 3.94165 -0.85284 -4.10265
H: 3.46365 -0.97389 -1.67740
H: 4.16490 -2.50427 -2.23347
C: -5.50396 -5.80563 -0.64960
C: -4.01882 -5.87392 -0.99099
C: -3.31405 -4.52289 -0.85398
C: -3.94475 -3.51617 -1.80218
N: -4.46791 -2.68109 -2.58891
H: -6.04536 -5.14173 -1.33115
H: -5.95910 -6.79749 -0.73360
H: -5.65497 -5.44637 0.37478
H: -3.90748 -6.24930 -2.01563
H: -3.53471 -6.59929 -0.32787
H: -2.25112 -4.62756 -1.09575
H: -3.39356 -4.14976 0.17293
C: 0.32308 4.19477 -4.51504
C: 0.55460 5.37125 -3.57209
C: 0.77657 4.93680 -2.12201
C: -0.44820 4.19253 -1.61568
N: -1.46431 3.57523 -1.19564
H: -0.58212 3.63806 -4.25224
H: 0.19804 4.55038 -5.54262
H: 1.17240 3.50235 -4.49440
H: -0.30745 6.04705 -3.63010
H: 1.42928 5.93479 -3.91503
H: 0.95127 5.81373 -1.48978
H: 1.65252 4.28336 -2.04584

A 2-piece molecular cluster, C8H10 overall at a distorted geometry. Source: OMol25; level of theory: ωB97M-V/def2-TZVPD.

Computed properties:
lowest unoccupied orbital energy = 0.0374 hartree
max |F| = 7.0 eV/Å
relative energy (zero: lowest compared OMol25 entry of this formula, charge and spin) = 265.9 kJ/mol
2S+1 = 1
E_tot = -310.73441 hartree
gap between HOMO and LUMO = 10.121 eV
structure (SMILES) = c1ccccc1.C=C

Element x y z (Å)
C: 0.73761 1.54540 -0.49407
C: -0.59139 1.65456 -0.30263
C: -1.33429 0.85317 0.74793
C: -0.51588 0.05528 1.51370
C: 0.90640 0.03584 1.40538
C: 1.48608 0.68540 0.29745
C: -0.57291 -1.22707 -1.57318
C: 0.21881 -1.85187 -0.63891
H: 1.08914 2.00595 -1.39869
H: -1.20320 2.22232 -1.03910
H: -2.34946 0.76201 0.81745
H: -0.84536 -0.70086 2.29699
H: 1.52625 -0.58521 2.10223
H: 2.55878 0.73101 0.31584
H: -1.60659 -1.32379 -1.27153
H: -0.42498 -0.53847 -2.26746
H: -0.34335 -2.52123 0.10518
H: 1.26435 -1.80244 -0.61657

A 4-piece molecular cluster, C22H23B3F24N2O6S2 overall. Source: OMol25; level of theory: ωB97M-V/def2-TZVPD.

Computed properties:
lowest unoccupied orbital energy = -0.0242 hartree
max |F| = 0.7 eV/Å
relative energy (zero: lowest compared OMol25 entry of this formula, charge and spin) = 0.0 kJ/mol
2S+1 = 1
E_tot = -4681.06206 hartree
gap between HOMO and LUMO = 8.373 eV
structure (SMILES) = FC(F)C(F)(F)COC(F)(F)C(F)F.FC(F)C(F)(F)COC(F)(F)C(F)F.FC(F)C(F)(F)COC(F)(F)C(F)F.S=C(SCCCB1OBOBO1)n1ccnc1

Element x y z (Å)
S: 1.91542 2.79113 -0.07910
C: 1.54279 4.10385 0.78414
S: 0.08548 4.29744 1.75532
C: -1.14794 3.36855 0.79607
C: -2.44027 4.15362 0.44907
C: -2.46301 5.67695 0.70183
B: -1.70204 6.52723 -0.37177
O: -0.35904 6.86877 -0.26618
B: -0.11588 8.21930 -0.39110
O: -1.03101 8.99506 -1.08267
B: -2.04182 8.35955 -1.77918
O: -2.36603 7.05678 -1.47343
N: 2.39820 5.22950 0.85486
C: 2.89238 5.95544 -0.20666
C: 3.65231 6.93720 0.35210
N: 3.65119 6.83648 1.72529
C: 2.88718 5.81437 1.99330
H: -0.65362 3.00668 -0.10438
H: -1.40724 2.48212 1.37608
H: -3.25314 3.70322 1.02337
H: -2.66740 3.96517 -0.60249
H: -2.12857 5.92361 1.71160
H: -3.51292 5.98401 0.63437
H: 0.84707 8.71276 0.09177
H: -2.61830 8.93803 -2.63953
H: 2.66956 5.71177 -1.23234
H: 4.19250 7.71159 -0.16919
H: 2.64954 5.41440 2.96797
C: -1.01419 -3.21760 -1.11733
C: -2.06127 -2.41589 -0.33395
C: -2.99332 -1.49810 -1.13133
F: -2.29847 -0.52729 -1.75787
F: -3.85845 -0.90918 -0.27323
F: -1.47754 -1.72365 0.66479
F: -2.89435 -3.33892 0.23476
O: 0.30386 -2.70566 -1.12821
C: 0.73017 -1.82089 -2.07117
C: 1.16474 -0.49252 -1.43959
F: 0.13624 0.05443 -0.76188
F: 1.53175 0.36198 -2.42335
F: -0.17990 -1.62523 -3.04308
F: 1.83504 -2.34233 -2.65655
H: -0.92730 -4.15582 -0.57281
H: -1.36772 -3.46343 -2.11693
H: -3.56168 -2.07532 -1.86539
H: 2.00483 -0.65090 -0.76186
C: 6.14869 1.46850 1.94317
C: 7.54933 0.89606 2.18958
C: 8.28478 0.28188 0.99409
F: 7.61139 -0.78480 0.51821
F: 9.50327 -0.13253 1.40349
F: 7.52591 0.02080 3.21266
F: 8.32222 1.96037 2.56380
O: 5.05785 0.64275 2.29893
C: 4.50600 -0.24365 1.42943
C: 4.57426 -1.68484 1.95320
F: 5.85245 -2.04784 2.15994
F: 4.03636 -2.50221 1.01917
F: 5.02137 -0.14716 0.19214
F: 3.18291 0.05406 1.32843
H: 6.07626 2.31575 2.62312
H: 6.05254 1.86284 0.93114
H: 8.41058 1.02099 0.19885
H: 4.01140 -1.77039 2.88410
C: -6.75826 -7.42141 -0.96051
C: -6.20205 -8.59260 -0.14181
C: -5.53038 -8.26750 1.19683
F: -4.44068 -7.49686 1.00669
F: -5.13959 -9.42329 1.77415
F: -5.37980 -9.34363 -0.89820
F: -7.28627 -9.35741 0.18923
O: -5.94943 -6.94936 -2.02026
C: -5.02023 -5.97310 -1.84243
C: -3.60687 -6.46452 -2.18925
F: -3.25909 -7.50640 -1.41810
F: -2.73997 -5.44641 -1.95094
F: -5.06183 -5.43221 -0.61546
F: -5.29011 -4.97810 -2.72819
H: -7.63760 -7.82872 -1.45645
H: -7.10009 -6.61351 -0.31335
H: -6.22875 -7.75594 1.86406
H: -3.55233 -6.75111 -3.24028